[1]
The following is a DFT calculation (ωB97M-V with the def2-TZVPD basis set) of C7H15ClN2O as an isolated structure.

Energy above the lowest of the compared OMol25 structures with the same formula, charge and spin: 637.87 kJ/mol
Molar mass: 178.66 g/mol
DFT total energy: -25045.209 eV

Element x y z (Å)
C  2.2330  0.7992  -0.0366
C  2.1721  -0.4457  1.0936
C  1.1444  0.4772  -0.9478
C  -0.6406  -1.2569  -0.4969
C  -2.1754  -1.0890  -1.0425
C  -2.1231  0.2580  1.0525
C  -0.7166  0.7729  0.4992
H  3.0671  2.0302  -1.1951
H  1.8461  1.6918  0.5164
H  2.6904  -0.3290  2.4268
H  1.0460  -0.9212  1.3663
H  0.8682  1.3317  -1.6161
H  1.6715  -0.3913  -1.5707
H  0.0522  -1.8140  -1.1426
H  -1.0098  -1.8200  0.4312
H  -2.4386  -0.2467  -2.0527
H  -2.4966  -2.1905  -1.1757
H  -3.5910  0.0715  -0.2227
H  -1.8582  -0.0243  2.1288
H  -2.4935  1.3052  1.3122
H  -0.2770  1.3807  1.2476
H  -0.8125  1.6469  -0.1595
N  0.0698  -0.1702  -0.1222
N  -2.8744  -0.6441  0.1326
O  3.3753  1.2637  -0.5812
Cl  3.2712  -1.6862  0.1551

Atomic partial charges in e from the Löwdin method, atoms 1 to 4:
1. C -0.5728
2. C -0.3987
3. C -0.1622
4. C -0.2140


[2]
The following is a DFT calculation (ωB97M-V with the def2-TZVPD basis set) of one molecule with the formula C7H13N.

Energy above the lowest of the compared OMol25 structures with the same formula, charge and spin: 195.25 kJ/mol
Structure (SMILES): C=CC(=C)CCCN
Molar mass: 111.19 g/mol
DFT total energy: -8957.909 eV

Element x y z (Å)
C  -0.1150  1.8352  -0.5895
C  0.1097  1.5292  0.8321
C  0.7166  0.0536  1.0220
C  0.9865  -1.8446  -0.6357
C  0.2557  -1.0532  0.1504
C  -1.2003  -1.3530  0.2755
C  -1.7902  -2.5118  0.5358
N  1.1140  2.3009  -1.2950
H  -0.4631  0.9493  -1.1371
H  -0.8138  2.6556  -0.7873
H  0.8219  2.1343  1.4086
H  -0.7776  1.6693  1.4512
H  1.8026  0.1126  0.9964
H  0.3170  -0.1459  2.0192
H  2.0339  -1.6798  -0.8813
H  0.5111  -2.6247  -1.2133
H  -1.7390  -0.4124  0.3551
H  -1.4868  -3.5451  0.4114
H  -2.8538  -2.4860  0.7677
H  0.9023  2.8906  -2.0813
H  1.6681  1.5258  -1.6048

Atomic partial charges in e from the Löwdin method, atoms 1 to 4:
1. C -0.2955
2. C -0.1951
3. C -0.1498
4. C 0.0584


[3]
The following is a DFT calculation (ωB97M-V with the def2-TZVPD basis set) of C16H32NOOsPSi as an isolated structure.

Energy above the lowest of the compared OMol25 structures with the same formula, charge and spin: 23.13 kJ/mol
Charge: +2
Molar mass: 503.73 g/mol
Expectation value of S²: 6.03
DFT total energy: -40263.883 eV
Spin multiplicity: 5

Element x y z (Å)
C  2.8302  -3.8842  0.0006
C  3.2070  -2.7287  -0.6821
C  2.4373  -1.5616  -0.6376
C  1.2501  -1.5344  0.1075
C  0.8837  -2.6931  0.8255
C  1.6714  -3.8447  0.7855
C  2.9080  -0.3357  -1.3557
C  1.9464  0.2113  -2.3957
N  0.4815  0.0363  -2.0908
Os  -0.0657  0.1012  0.0455
C  -0.4193  -2.6544  1.5567
P  -1.4866  -1.5084  0.5210
H  4.1205  -2.7293  -1.2768
H  1.3694  -4.7168  1.3680
H  3.4327  -4.7930  -0.0530
H  -0.3117  -2.1898  2.5502
H  -0.8882  -3.6333  1.7150
H  3.1147  0.4576  -0.6266
H  3.8497  -0.5557  -1.8724
H  2.1383  1.2856  -2.5480
C  -2.9804  -1.2550  1.4890
C  -2.0729  -2.8360  -0.6085
H  2.1095  -0.2730  -3.3786
C  0.0239  -1.2417  -2.7227
C  -0.2349  1.1449  -2.7939
H  -0.3860  -0.0668  1.6148
H  0.2100  -1.1557  -3.8003
H  0.5854  -2.0899  -2.3179
H  -1.0503  -1.3613  -2.5491
H  -0.1687  0.9608  -3.8819
H  -1.2791  1.1551  -2.4797
H  0.2387  2.1005  -2.5393
H  -2.5945  -3.6236  -0.0493
H  -2.7835  -2.4364  -1.3358
H  -1.2700  -3.3334  -1.1606
H  -3.4581  -2.2024  1.7624
H  -2.7373  -0.6928  2.3953
H  -3.6758  -0.6663  0.8792
H  -1.5667  0.6072  -0.3631
C  0.0361  3.4104  3.3792
Si  -0.5308  3.3432  1.5627
C  -2.4039  3.7232  1.6769
C  0.2258  4.8472  0.6652
O  0.0341  2.0174  0.8130
H  -0.1648  4.3918  3.8346
H  1.1149  3.2292  3.4313
H  -0.4688  2.6522  3.9877
H  -2.5661  4.6996  2.1607
H  -2.8872  3.7815  0.6945
H  -2.9516  2.9883  2.2790
H  1.3124  4.7207  0.6181
H  -0.1553  4.9220  -0.3590
H  0.0267  5.8097  1.1593

Atomic partial charges in e from the Löwdin method, atoms 1 to 4:
1. C 0.0227
2. C 0.0835
3. C -0.1984
4. C -0.2415


Look up the DFT total energy of the first one. -25045.209 eV


Which of these has the lowest DFT total energy? C16H32NOOsPSi


Please write out number 1 again, unchanged.
The following is a DFT calculation (ωB97M-V with the def2-TZVPD basis set) of C7H15ClN2O as an isolated structure.

Energy above the lowest of the compared OMol25 structures with the same formula, charge and spin: 637.87 kJ/mol
Molar mass: 178.66 g/mol
DFT total energy: -25045.209 eV

Element x y z (Å)
C  2.2330  0.7992  -0.0366
C  2.1721  -0.4457  1.0936
C  1.1444  0.4772  -0.9478
C  -0.6406  -1.2569  -0.4969
C  -2.1754  -1.0890  -1.0425
C  -2.1231  0.2580  1.0525
C  -0.7166  0.7729  0.4992
H  3.0671  2.0302  -1.1951
H  1.8461  1.6918  0.5164
H  2.6904  -0.3290  2.4268
H  1.0460  -0.9212  1.3663
H  0.8682  1.3317  -1.6161
H  1.6715  -0.3913  -1.5707
H  0.0522  -1.8140  -1.1426
H  -1.0098  -1.8200  0.4312
H  -2.4386  -0.2467  -2.0527
H  -2.4966  -2.1905  -1.1757
H  -3.5910  0.0715  -0.2227
H  -1.8582  -0.0243  2.1288
H  -2.4935  1.3052  1.3122
H  -0.2770  1.3807  1.2476
H  -0.8125  1.6469  -0.1595
N  0.0698  -0.1702  -0.1222
N  -2.8744  -0.6441  0.1326
O  3.3753  1.2637  -0.5812
Cl  3.2712  -1.6862  0.1551

Atomic partial charges in e from the Löwdin method, atoms 1 to 4:
1. C -0.5728
2. C -0.3987
3. C -0.1622
4. C -0.2140